(1)
{
  "formula": "C34H27NO3S",
  "method": "wB97M-V/def2-TZVPD",
  "de_lowest_kcal_mol": 0.00,
  "spin_multiplicity": 1,
  "orbital_gap_ev": 4.6367,
  "lumo_ha": -0.0809,
  "symbols": ["C", "C", "C", "C", "C", "C", "N", "S", "C", "C", "C", "C", "C", "C", "O", "O", "C", "C", "H", "H", "H", "H", "H", "H", "H", "H", "H", "H", "C", "C", "C", "C", "C", "C", "C", "C", "C", "C", "O", "C", "C", "C", "C", "C", "C", "C", "C", "C", "C", "H", "H", "H", "H", "H", "H", "H", "H", "H", "H", "H", "H", "H", "H", "H", "H", "H"],
  "coordinates": [[-5.2079, 0.3879, 3.4015], [-4.6056, -0.8063, 2.9929], [-3.3479, -0.7841, 2.3921], [-2.6330, 0.4313, 2.3106], [-1.2333, 0.4332, 1.9850], [-0.5590, -0.7856, 1.8776], [-0.0015, -1.8232, 1.7790], [-0.2943, 1.8378, 2.6507], [1.3126, 1.1270, 3.0704], [1.5469, 0.6829, 4.3744], [2.7901, 0.1415, 4.7033], [3.7947, 0.0456, 3.7358], [3.5636, 0.5218, 2.4433], [2.3340, 1.0970, 2.1245], [-0.1263, 2.7878, 1.5720], [-0.8534, 2.2445, 3.9149], [-3.3150, 1.6474, 2.5754], [-4.5607, 1.6139, 3.1839], [-6.1839, 0.3703, 3.8836], [-5.0929, -1.7675, 3.1555], [-2.8718, -1.7019, 2.0337], [0.7511, 0.7594, 5.1135], [2.9643, -0.2043, 5.7219], [4.7583, -0.3942, 3.9878], [4.3323, 0.4604, 1.6735], [2.1503, 1.5151, 1.1335], [-2.8621, 2.6038, 2.3069], [-5.0135, 2.5518, 3.5050], [-4.9334, -3.6014, -3.5327], [-4.1320, -2.6545, -2.6953], [-4.7292, -1.6370, -1.9328], [-3.9486, -0.7134, -1.2592], [-2.5210, -0.7333, -1.3553], [-1.7715, 0.3188, -0.7586], [-0.3838, 0.5566, -0.9907], [0.5796, -0.4768, -0.9152], [1.9310, -0.2224, -1.0587], [2.3511, 1.0903, -1.2753], [3.6900, 1.4647, -1.1772], [4.6670, 0.9646, -2.0368], [5.5514, 1.9285, -2.5280], [6.3774, 1.5979, -3.5997], [6.3970, 0.2894, -4.0948], [5.5780, -0.6856, -3.5218], [4.7232, -0.3620, -2.4601], [1.4228, 2.1457, -1.3773], [0.0840, 1.8812, -1.2109], [-1.9424, -1.7974, -2.1120], [-2.7371, -2.7690, -2.6931], [-4.4835, -4.6007, -3.5078], [-5.9682, -3.6686, -3.1864], [-4.9570, -3.2954, -4.5892], [-5.8191, -1.5811, -1.8823], [-4.4075, 0.0766, -0.6594], [-2.3474, 1.1487, -0.3381], [0.2735, -1.4943, -0.6870], [2.6507, -1.0292, -0.9319], [5.5200, 2.9296, -2.1043], [7.0033, 2.3720, -4.0449], [7.0565, 0.0280, -4.9266], [5.5842, -1.7107, -3.8951], [4.1193, -1.1365, -1.9992], [1.7848, 3.1608, -1.5479], [-0.6504, 2.6865, -1.2647], [-0.8688, -1.8378, -2.2614], [-2.2799, -3.6258, -3.1907]]
}

***

(2)
{
  "formula": "C25H31AsBrN4O4RhS",
  "method": "wB97M-V/def2-TZVPD",
  "de_lowest_kcal_mol": 27.83,
  "spin_multiplicity": 1,
  "orbital_gap_ev": 6.8521,
  "lumo_ha": -0.0150,
  "symbols": ["Rh", "O", "C", "C", "C", "C", "C", "C", "C", "O", "N", "N", "C", "C", "Br", "C", "C", "C", "C", "C", "C", "C", "H", "H", "H", "H", "H", "H", "H", "H", "H", "H", "H", "H", "H", "H", "O", "C", "As", "C", "C", "O", "H", "H", "H", "H", "H", "H", "H", "H", "H", "C", "C", "C", "C", "N", "C", "S", "N", "C", "H", "H", "H", "H", "H", "H", "H", "H"],
  "coordinates": [[-0.5567, -0.4533, -1.1760], [0.0361, 1.8389, 2.2858], [0.5724, 0.9430, 3.1472], [0.8649, 1.3385, 4.4450], [1.4208, 0.4319, 5.3356], [1.6848, -0.8721, 4.9456], [1.3899, -1.2606, 3.6450], [0.8396, -0.3707, 2.7367], [0.6199, -0.7793, 1.2977], [-0.5506, -0.2261, 0.7686], [1.7855, -0.2528, 0.5342], [1.6338, -0.7088, -0.8237], [1.9074, 0.2056, -1.6767], [1.7844, 0.0158, -3.1410], [0.1095, -0.6525, -3.7379], [2.7085, 0.3882, -4.0211], [4.0270, 0.9354, -3.6651], [4.7570, 0.4669, -2.5731], [5.9830, 1.0321, -2.2539], [6.4979, 2.0619, -3.0258], [5.7904, 2.5172, -4.1315], [4.5688, 1.9526, -4.4532], [-0.1898, 1.2986, 1.4821], [0.6516, 2.3576, 4.7408], [1.6451, 0.7495, 6.3461], [2.1099, -1.5791, 5.6451], [1.5803, -2.2797, 3.3248], [0.5816, -1.8730, 1.2059], [2.6148, -0.7135, 0.9030], [2.2860, 1.1730, -1.3473], [2.4799, 0.3100, -5.0782], [4.3831, -0.3679, -1.9941], [6.5412, 0.6573, -1.4061], [7.4551, 2.5005, -2.7766], [6.1946, 3.3116, -4.7450], [4.0177, 2.3061, -5.3165], [-2.4397, -0.1054, -1.4274], [-2.6451, 3.0580, -2.4886], [-1.5912, 2.6833, -0.9326], [-2.8541, 2.2047, 0.4322], [-0.7292, 4.2987, -0.3623], [-0.3389, 1.6584, -1.3648], [-3.3903, 3.8226, -2.2731], [-3.1311, 2.1245, -2.7688], [-1.9886, 3.3861, -3.2920], [-3.3934, 3.1136, 0.7018], [-2.3475, 1.7976, 1.3018], [-3.5037, 1.4489, 0.0057], [-1.4382, 4.9872, 0.0949], [-0.2623, 4.7743, -1.2229], [0.0196, 3.9955, 0.3664], [-5.0640, -1.5352, 1.3326], [-4.0375, -2.5890, 1.0437], [-4.0943, -3.8577, 1.5985], [-3.0872, -4.7494, 1.2486], [-2.0904, -4.3975, 0.4439], [-2.1074, -3.1497, -0.0409], [-0.7699, -2.7538, -1.0844], [-3.0558, -2.2430, 0.2153], [-3.0597, -6.1565, 1.7662], [-5.8443, -1.9015, 1.9970], [-5.5155, -1.1916, 0.4010], [-4.5729, -0.6763, 1.7927], [-4.8940, -4.1469, 2.2662], [-2.8880, -0.7571, -0.8599], [-3.9055, -6.3628, 2.4200], [-2.1325, -6.3276, 2.3133], [-3.0727, -6.8552, 0.9294]]
}

***

(3)
{
  "formula": "C40H54IN5OPdSSe",
  "method": "wB97M-V/def2-TZVPD",
  "spin_multiplicity": 5,
  "s_squared": 6.071,
  "orbital_gap_ev": [5.3492, 6.0090],
  "lumo_ha": [0.0150, -0.0617],
  "symbols": ["Pd", "C", "O", "C", "C", "H", "H", "H", "H", "H", "H", "I", "C", "C", "C", "C", "N", "C", "Se", "N", "C", "C", "C", "C", "C", "C", "C", "C", "C", "C", "H", "H", "H", "H", "H", "H", "H", "H", "H", "H", "H", "H", "H", "H", "H", "H", "H", "H", "H", "H", "H", "H", "S", "C", "C", "C", "N", "C", "C", "C", "C", "C", "N", "C", "C", "H", "H", "H", "H", "H", "H", "H", "H", "C", "C", "C", "C", "C", "C", "C", "C", "N", "C", "C", "C", "C", "H", "H", "H", "H", "H", "H", "H", "H", "H", "H", "H", "H", "H", "H", "H", "H", "H", "H"],
  "coordinates": [[-0.1395, 0.7517, 0.3357], [-2.0027, 1.9264, 3.9832], [-1.3899, 1.3126, 2.8448], [-0.7735, 2.1587, 1.9099], [-1.7366, 3.1318, 1.2701], [-1.2745, 2.0800, 4.7821], [-2.7801, 1.2438, 4.3249], [-2.4540, 2.8869, 3.7328], [-2.6387, 2.5824, 1.0096], [-1.3269, 3.5576, 0.3564], [-2.0113, 3.9559, 1.9421], [1.2069, 2.3830, -1.3091], [-0.4071, -4.8889, -3.3620], [-1.4721, -3.8002, -3.2337], [-1.3561, -2.9869, -1.9423], [-0.1638, -2.0325, -1.9213], [-0.2908, -0.9511, -2.8924], [-1.1199, 0.1090, -2.7768], [-2.1324, 0.5815, -1.2923], [-0.9956, 0.8560, -3.8908], [-1.7680, 2.0630, -4.1661], [-3.2027, 1.7523, -4.5831], [-3.3067, 0.8632, -5.8190], [-4.7580, 0.5701, -6.1892], [-0.0853, 0.2624, -4.7506], [0.3880, 0.6312, -6.0012], [1.3369, -0.1899, -6.5839], [1.8013, -1.3403, -5.9387], [1.3269, -1.7068, -4.6910], [0.3690, -0.8867, -4.1128], [-0.5449, -5.4651, -4.2778], [-0.4606, -5.5792, -2.5167], [0.6016, -4.4696, -3.3884], [-2.4597, -4.2654, -3.2649], [-1.4163, -3.1269, -4.0951], [-1.2643, -3.6600, -1.0842], [-2.2618, -2.3984, -1.7898], [0.7585, -2.5626, -2.1546], [-0.0569, -1.5928, -0.9333], [-1.2456, 2.6039, -4.9540], [-1.7516, 2.6740, -3.2652], [-3.7118, 2.7024, -4.7687], [-3.7114, 1.2720, -3.7438], [-2.7848, -0.0812, -5.6366], [-2.8026, 1.3468, -6.6627], [-5.2726, 0.0682, -5.3664], [-4.8187, -0.0741, -7.0676], [-5.2979, 1.4943, -6.4087], [0.0391, 1.5236, -6.5033], [1.7313, 0.0691, -7.5579], [2.5539, -1.9529, -6.4181], [1.6961, -2.5942, -4.1944], [3.5522, 4.9639, 4.9913], [2.3911, 4.1092, 3.9873], [2.0636, 2.7476, 4.2282], [1.1078, 2.1276, 3.4962], [0.3970, 2.8011, 2.5072], [0.7962, 4.0898, 2.1711], [1.7443, 4.7391, 2.8848], [5.0699, 4.5959, 4.1033], [5.5635, 5.4778, 3.1526], [6.7289, 5.1399, 2.4779], [7.4076, 4.0145, 2.6951], [6.9241, 3.1792, 3.6138], [5.7689, 3.4217, 4.3431], [2.5920, 2.1905, 4.9914], [0.8366, 1.0943, 3.6398], [0.3521, 4.5175, 1.2865], [2.0374, 5.7375, 2.5856], [5.0487, 6.4063, 2.9445], [7.1404, 5.8047, 1.7247], [7.4963, 2.2709, 3.7765], [5.4218, 2.7131, 5.0835], [-4.6019, -1.6861, 1.8218], [-3.2377, -2.2148, 2.1866], [-3.0852, -3.3424, 2.9972], [-1.8171, -3.8250, 3.3450], [-1.6798, -5.0616, 4.2010], [-0.6945, -3.1704, 2.8876], [-0.7950, -2.0055, 2.0687], [-2.1067, -1.5748, 1.7306], [0.2271, -1.2943, 1.5604], [1.6344, -1.6015, 1.8701], [2.4751, -0.4808, 1.2601], [1.9107, -1.6299, 3.3939], [2.0613, -2.9244, 1.1999], [-5.3761, -2.4326, 2.0000], [-4.6320, -1.3904, 0.7727], [-4.8413, -0.8026, 2.4181], [-3.9669, -3.8624, 3.3586], [-2.6461, -5.3685, 4.5988], [-1.0039, -4.8847, 5.0386], [-1.2758, -5.8935, 3.6205], [0.2695, -3.5721, 3.1540], [-2.2019, -0.6989, 1.1072], [2.2632, 0.4761, 1.7430], [2.2806, -0.3905, 0.1919], [3.5392, -0.6932, 1.3888], [1.1750, -1.0316, 3.9325], [2.8990, -1.2126, 3.5899], [1.8907, -2.6380, 3.8040], [2.2001, -2.7775, 0.1272], [1.3221, -3.7110, 1.3428], [3.0118, -3.2549, 1.6209]]
}

***

Calculated values (eV) of E_tot for the records, taken in order: -54160.1932, -185301.5596, -139615.2558.